{
  "formula": "C15H26N4O4S",
  "method": "ωB97M-V/def2-TZVPD",
  "species": ["C", "C", "N", "C", "C", "C", "O", "C", "S", "C", "N", "N", "C", "C", "C", "N", "C", "O", "O", "C", "C", "C", "C", "O", "H", "H", "H", "H", "H", "H", "H", "H", "H", "H", "H", "H", "H", "H", "H", "H", "H", "H", "H", "H", "H", "H", "H", "H", "H", "H"],
  "coordinates": [[-2.249, 0.421, 2.356], [-3.395, 0.735, 1.393], [-3.064, 0.390, 0.026], [-3.417, -0.948, -0.417], [-4.855, -1.012, -0.922], [-2.388, 1.182, -0.833], [-2.072, 0.823, -1.948], [-2.086, 2.601, -0.350], [-0.684, 3.289, -1.282], [0.572, 2.670, -0.287], [0.456, 1.948, 0.789], [1.710, 1.767, 1.259], [2.514, 2.384, 0.462], [3.991, 2.436, 0.529], [4.588, 1.437, -0.484], [4.188, 0.082, -0.212], [2.966, -0.368, -0.631], [2.295, 0.196, -1.459], [2.696, -1.527, -0.022], [1.468, -2.242, -0.311], [1.536, -3.462, 0.609], [1.437, -2.672, -1.777], [0.257, -1.378, 0.036], [1.850, 2.996, -0.549], [-1.331, 0.910, 2.039], [-2.504, 0.757, 3.357], [-2.068, -0.650, 2.387], [-4.279, 0.155, 1.673], [-3.669, 1.791, 1.454], [-3.272, -1.642, 0.414], [-2.736, -1.212, -1.229], [-5.090, -2.023, -1.243], [-4.978, -0.340, -1.767], [-5.558, -0.723, -0.142], [-1.817, 2.657, 0.700], [-2.938, 3.245, -0.569], [4.298, 2.176, 1.542], [4.331, 3.443, 0.284], [5.678, 1.497, -0.463], [4.227, 1.682, -1.487], [4.561, -0.366, 0.611], [1.554, -3.143, 1.648], [2.440, -4.031, 0.406], [0.672, -4.100, 0.446], [2.318, -3.264, -2.014], [0.548, -3.267, -1.963], [1.415, -1.797, -2.421], [-0.634, -1.998, 0.060], [0.398, -0.912, 1.008], [0.120, -0.595, -0.705]],
  "lowdin_charge": [-0.066, -0.209, -0.074, -0.216, -0.066, -0.533, 0.030, -0.346, 1.052, -0.667, 0.048, 0.113, -0.371, -0.076, -0.165, 0.082, -0.571, 0.105, 0.039, -0.562, -0.023, -0.014, -0.023, 0.089, 0.041, 0.074, 0.069, 0.117, 0.113, 0.117, 0.112, 0.073, 0.078, 0.066, 0.060, 0.094, 0.124, 0.124, 0.121, 0.129, 0.149, 0.087, 0.085, 0.087, 0.090, 0.090, 0.081, 0.081, 0.084, 0.074],
  "e_lumo_ev": 0.741,
  "orbital_gap_ev": 9.29
}